A:
Formula: CH3BrOS
Source: OMol25
Level of theory: the ωB97M-V functional and the def2-TZVPD basis

Atoms and positions in Å:
C (-0.264, -0.538, -0.286)
O (0.459, 1.836, -0.648)
S (-0.095, 1.162, 0.515)
Br (-1.696, -1.767, 0.127)
H (0.638, -1.015, 0.124)
H (1.111, 0.746, 1.521)
H (-0.151, -0.423, -1.353)

Calculated values
HOMO-LUMO gap ... 9.85 eV

B:
Formula: CH3BrOS
Source: OMol25
Level of theory: the ωB97M-V functional and the def2-TZVPD basis

Atoms and positions in Å:
C (-0.667, 0.335, -0.020)
O (0.628, -1.969, -0.084)
S (0.646, -0.728, 0.655)
Br (2.151, 0.824, -0.172)
H (-0.481, 0.903, -0.942)
H (-0.833, 1.062, 0.840)
H (-1.444, -0.428, -0.277)

Calculated values
HOMO-LUMO gap ... 9.49 eV

Which structure is the least stable? The one labeled A.

A:
Formula: CH4N6O
Source: OMol25
Level of theory: the ωB97M-V functional and the def2-TZVPD basis

Atoms and positions in Å:
N (-0.156, 1.138, -1.467)
N (0.901, 0.703, -0.720)
C (0.494, -0.129, 0.222)
N (1.217, -0.511, 1.300)
N (0.514, -1.329, 2.053)
N (-0.647, -1.546, 1.500)
N (-0.584, -0.903, 0.289)
O (-1.771, -0.764, -0.334)
H (0.132, 1.264, -2.456)
H (-0.552, 2.085, -1.214)
H (1.960, 0.178, 1.922)
H (-1.507, -0.186, -1.096)

Calculated values
HOMO-LUMO gap ... 8.79 eV

B:
Formula: CH4N6O
Source: OMol25
Level of theory: the ωB97M-V functional and the def2-TZVPD basis

Atoms and positions in Å:
C (-0.194, 0.298, 0.167)
H (-1.874, -0.887, 0.818)
H (-2.460, -0.984, -0.832)
H (2.476, 0.293, -1.662)
H (0.490, -0.591, -1.450)
N (-2.277, -0.316, -0.115)
N (-1.047, 0.228, -0.731)
N (-0.346, 0.149, 1.609)
N (0.826, 0.484, 2.035)
N (1.082, 0.771, -0.142)
N (1.634, -0.246, -0.875)
O (1.691, 0.802, 1.177)

Calculated values
HOMO-LUMO gap ... 8.94 eV

C:
Formula: CH4N6O
Source: OMol25
Level of theory: the ωB97M-V functional and the def2-TZVPD basis

Atoms and positions in Å:
C (0.754, -1.377, 1.754)
N (-3.218, 0.937, 1.706)
N (-3.009, -0.371, -1.676)
N (-2.342, 0.224, 1.677)
N (-2.567, -1.386, -1.723)
N (-3.492, 0.698, -1.879)
N (-1.499, -0.664, 1.642)
O (-0.157, -0.311, 1.773)
H (0.992, -1.922, 0.873)
H (0.386, -2.146, 2.472)
H (1.706, -0.914, 1.862)
H (-3.013, 1.429, -1.413)

Calculated values
HOMO-LUMO gap ... 9.51 eV

D:
Formula: CH4N6O
Source: OMol25
Level of theory: the ωB97M-V functional and the def2-TZVPD basis

Atoms and positions in Å:
N (0.204, 1.274, 0.563)
N (-0.289, 0.402, -0.615)
N (-1.701, 0.378, -0.446)
N (-2.128, -0.796, 0.173)
N (-1.257, -1.621, 0.170)
C (-0.041, -0.886, -0.202)
N (1.067, -1.546, 0.087)
O (1.907, -0.417, -0.332)
H (1.157, 1.818, 0.200)
H (0.403, 0.752, 1.377)
H (-2.335, 1.063, -0.736)
H (3.013, -0.423, -0.239)

Calculated values
HOMO-LUMO gap ... 9.27 eV

Which structure is the least stable? The one labeled B.

A:
Formula: CH4N6O
Source: OMol25
Level of theory: the ωB97M-V functional and the def2-TZVPD basis

Atoms and positions in Å:
N (-2.328, 0.105, -0.104)
N (-1.014, 0.654, -0.146)
N (-0.547, 1.833, 0.125)
N (0.780, 1.787, 0.015)
N (1.021, 0.432, 0.022)
N (2.374, -0.161, -0.215)
C (-0.054, -0.362, 0.050)
O (-0.291, -1.522, 0.155)
H (-2.592, -0.470, -0.743)
H (-2.181, -0.753, 0.639)
H (2.689, -0.298, 0.939)
H (2.144, -1.244, -0.738)

Calculated values
HOMO-LUMO gap ... 9.99 eV

B:
Formula: CH4N6O
Source: OMol25
Level of theory: the ωB97M-V functional and the def2-TZVPD basis

Atoms and positions in Å:
N (2.420, -0.305, -0.325)
N (1.205, 0.409, -0.351)
C (0.095, -0.243, -0.018)
N (-0.027, -1.542, 0.387)
N (-1.263, -1.874, 0.102)
O (-2.123, -0.862, -0.718)
N (-1.108, 0.216, -0.511)
N (-1.741, 1.282, 0.322)
H (2.379, -1.071, 0.327)
H (3.252, 0.368, -0.130)
H (-1.846, 2.024, -0.245)
H (-1.241, 1.599, 1.161)

Calculated values
HOMO-LUMO gap ... 7.59 eV

Which structure is the least stable? The one labeled B.

A:
Formula: C7H10O
Source: OMol25
Level of theory: the ωB97M-V functional and the def2-TZVPD basis

Atoms and positions in Å:
C (-1.280, -1.471, -1.194)
C (-0.953, -0.983, 0.014)
C (-0.891, -1.904, 1.210)
C (-0.690, 0.443, 0.287)
C (0.529, 0.790, 0.812)
O (1.302, 0.306, 1.612)
C (0.598, 1.160, -0.595)
C (1.856, 1.981, -0.624)
H (-1.475, -2.530, -1.344)
H (-1.349, -0.832, -2.068)
H (0.150, -2.102, 1.486)
H (-1.376, -2.866, 1.018)
H (-1.396, -1.449, 2.069)
H (-1.551, 1.066, 0.489)
H (-0.036, 1.799, -1.225)
H (1.761, 2.891, -0.020)
H (2.727, 1.413, -0.276)
H (2.075, 2.290, -1.652)

Calculated values
HOMO-LUMO gap ... 8.18 eV

B:
Formula: C7H10O
Source: OMol25
Level of theory: the ωB97M-V functional and the def2-TZVPD basis

Atoms and positions in Å:
C (-2.262, -0.397, 0.055)
C (-0.883, -0.048, -0.016)
C (-0.669, 1.228, -0.030)
C (0.824, 1.950, 0.059)
C (1.382, -0.255, -0.284)
C (1.533, -1.734, -0.139)
C (0.318, -0.979, 0.541)
H (-2.250, -1.889, -0.164)
H (-3.005, 0.066, -1.054)
H (-2.595, -0.413, 1.144)
H (-1.448, 1.866, -0.296)
H (0.894, 2.665, -0.704)
H (0.930, 2.692, 0.971)
H (0.819, -0.153, -1.291)
H (1.708, -2.175, -1.199)
H (2.201, -2.395, 0.641)
H (0.582, -0.880, 1.578)
O (1.921, 0.850, 0.190)

Calculated values
HOMO-LUMO gap ... 9.48 eV

Which structure is the least stable? The one labeled B.

A:
Formula: C7H10O
Source: OMol25
Level of theory: the ωB97M-V functional and the def2-TZVPD basis

Atoms and positions in Å:
C (0.747, -0.250, 1.520)
C (0.049, 0.960, 1.604)
C (0.245, 1.857, 0.429)
C (0.910, 1.456, -0.709)
C (1.593, 0.279, -0.684)
C (1.546, -0.573, 0.444)
H (0.676, -0.918, 2.411)
H (-0.361, 1.581, 2.463)
H (-0.154, 2.824, 0.432)
H (0.948, 2.036, -1.638)
H (2.288, 0.035, -1.518)
H (2.109, -1.472, 0.512)
C (-1.828, -2.092, -1.155)
O (-2.299, -0.796, -0.859)
H (-2.596, -2.540, -1.770)
H (-0.927, -1.988, -1.675)
H (-1.735, -2.714, -0.230)
H (-1.422, -0.297, -0.811)

Calculated values
HOMO-LUMO gap ... 10.31 eV

B:
Formula: C7H10O
Source: OMol25
Level of theory: the ωB97M-V functional and the def2-TZVPD basis

Atoms and positions in Å:
C (-1.445, 2.143, -0.281)
C (-0.479, 1.023, -0.311)
C (0.532, 0.877, -1.331)
C (0.936, -0.652, -1.232)
C (0.546, -0.950, 0.156)
C (1.077, -2.088, 0.944)
C (-0.442, -0.065, 0.571)
O (-1.298, -0.354, 1.601)
H (-2.040, 2.116, -1.200)
H (-0.925, 3.107, -0.284)
H (-2.115, 2.140, 0.585)
H (1.429, 1.459, -1.083)
H (0.332, -1.194, -1.963)
H (1.994, -0.836, -1.428)
H (2.168, -2.110, 0.862)
H (0.710, -3.038, 0.543)
H (0.792, -2.025, 1.996)
H (-1.772, 0.448, 1.855)

Calculated values
HOMO-LUMO gap (alpha / beta) ... 7.83 / 7.04 eV

Which structure is the least stable? The one labeled B.

A:
Formula: C3H5NOS
Source: OMol25
Level of theory: the ωB97M-V functional and the def2-TZVPD basis

Atoms and positions in Å:
C (1.287, 1.454, -0.309)
C (1.304, 0.511, -1.204)
C (-1.255, -0.664, 0.201)
N (-0.748, 2.075, -0.480)
O (0.138, 0.121, -1.792)
S (-1.328, 0.784, -1.036)
H (2.132, 1.848, 0.221)
H (2.154, -0.130, -1.307)
H (-1.102, -0.336, 1.202)
H (-0.366, -1.182, -0.104)
H (-2.189, -1.106, 0.050)

Calculated values
HOMO-LUMO gap (alpha / beta) ... 8.36 / 8.36 eV

B:
Formula: C3H5NOS
Source: OMol25
Level of theory: the ωB97M-V functional and the def2-TZVPD basis

Atoms and positions in Å:
C (-0.666, -0.263, 0.255)
C (0.635, 0.239, 0.924)
C (0.105, -0.076, -1.011)
H (-2.395, -0.043, -0.244)
H (-0.893, -1.370, 0.460)
H (1.122, -0.459, 1.613)
H (0.557, 1.218, 1.346)
H (2.278, 0.181, -0.666)
N (1.254, 0.243, -0.402)
O (-1.823, 0.508, 0.336)
S (-0.173, -0.179, -2.610)

Calculated values
HOMO-LUMO gap ... 8.97 eV

C:
Formula: C3H5NOS
Source: OMol25
Level of theory: the ωB97M-V functional and the def2-TZVPD basis

Atoms and positions in Å:
C (2.122, -1.455, -1.193)
C (2.179, -0.388, -0.548)
N (1.863, 0.789, 0.149)
S (0.978, 0.905, 1.547)
O (-0.551, 1.393, 0.954)
C (-1.455, 0.445, 0.673)
H (2.109, -2.381, -1.685)
H (2.206, 1.734, -0.204)
H (-2.365, 0.939, 0.582)
H (-1.688, -0.379, 1.492)
H (-1.390, -0.175, -0.354)

Calculated values
HOMO-LUMO gap ... 9.97 eV

D:
Formula: C3H5NOS
Source: OMol25
Level of theory: the ωB97M-V functional and the def2-TZVPD basis

Atoms and positions in Å:
C (-0.411, 1.095, 0.498)
N (0.000, -0.078, -0.153)
C (-0.920, -0.909, -0.624)
O (-0.616, -1.810, -1.415)
C (1.311, -0.387, -0.062)
S (2.188, -1.694, -0.419)
H (-0.174, 0.994, 1.553)
H (0.196, 1.908, 0.211)
H (-1.504, 1.200, 0.287)
H (-1.934, -0.673, -0.474)
H (1.863, 0.353, 0.597)

Calculated values
HOMO-LUMO gap ... 8.19 eV

Which structure is the least stable? The one labeled A.

A:
Formula: C3H5NOS
Source: OMol25
Level of theory: the ωB97M-V functional and the def2-TZVPD basis

Atoms and positions in Å:
C (0.165, 0.417, 0.198)
C (0.300, -0.832, -0.668)
C (-1.287, 0.326, 0.622)
N (-2.258, 0.392, -0.413)
O (-3.428, 0.621, -0.045)
S (-1.340, -1.676, 0.075)
H (0.751, 0.307, 1.235)
H (0.345, 1.339, -0.387)
H (0.170, -0.663, -1.677)
H (1.226, -1.436, -0.707)
H (-1.498, 0.760, 1.573)

Calculated values
HOMO-LUMO gap ... 8.40 eV

B:
Formula: C3H5NOS
Source: OMol25
Level of theory: the ωB97M-V functional and the def2-TZVPD basis

Atoms and positions in Å:
C (0.208, -1.021, 0.042)
C (0.717, 1.606, 0.074)
C (0.036, 0.438, -0.356)
N (-0.878, -1.395, 0.727)
O (1.222, -1.628, -0.212)
S (-1.032, 1.713, 0.149)
H (1.249, 1.365, 0.970)
H (1.226, 2.305, -0.548)
H (-0.104, -0.153, -2.267)
H (-1.731, -0.816, 0.680)
H (-0.912, -2.414, 0.742)

Calculated values
HOMO-LUMO gap (alpha / beta) ... 8.20 / 8.36 eV

C:
Formula: C3H5NOS
Source: OMol25
Level of theory: the ωB97M-V functional and the def2-TZVPD basis

Atoms and positions in Å:
C (-0.634, 0.910, -0.115)
C (-0.277, -0.510, -0.397)
C (1.095, -1.009, 0.164)
N (-1.873, 1.149, 0.153)
O (0.108, 1.902, -0.126)
S (2.419, 0.231, 0.113)
H (-1.153, -1.096, 0.146)
H (-0.149, -0.546, -1.479)
H (1.000, -1.213, 1.215)
H (1.596, -1.875, -0.310)
H (-2.132, 2.057, 0.635)

Calculated values
HOMO-LUMO gap (alpha / beta) ... 7.13 / 6.88 eV

Which structure is the least stable? The one labeled A.

A:
Formula: C3H5NOS
Source: OMol25
Level of theory: the ωB97M-V functional and the def2-TZVPD basis

Atoms and positions in Å:
C (-1.383, -1.735, 0.371)
N (-0.351, -0.767, 0.089)
C (0.930, -1.162, -0.235)
O (1.834, -0.426, -0.386)
C (-0.831, 0.548, 0.066)
S (0.089, 1.903, 0.007)
H (-1.574, -1.717, 1.472)
H (-2.368, -1.506, -0.168)
H (-1.016, -2.641, 0.004)
H (0.985, -2.316, -0.124)
H (-1.956, 0.617, -0.041)

Calculated values
HOMO-LUMO gap ... 8.25 eV

B:
Formula: C3H5NOS
Source: OMol25
Level of theory: the ωB97M-V functional and the def2-TZVPD basis

Atoms and positions in Å:
C (-1.285, 0.807, 0.048)
C (-0.743, -0.618, 0.079)
O (-1.517, -1.553, 0.006)
N (0.650, -0.853, 0.099)
C (1.675, 0.014, -0.075)
S (3.197, -0.452, 0.062)
H (-0.995, 1.349, 1.003)
H (-0.909, 1.272, -0.912)
H (-2.371, 0.744, 0.073)
H (0.912, -1.780, -0.212)
H (1.385, 1.072, -0.170)

Calculated values
HOMO-LUMO gap ... 8.93 eV

C:
Formula: C3H5NOS
Source: OMol25
Level of theory: the ωB97M-V functional and the def2-TZVPD basis

Atoms and positions in Å:
C (1.207, -0.498, -1.478)
C (0.590, 0.493, 0.662)
C (-0.812, -0.063, 0.592)
N (1.492, 0.061, -0.316)
O (-1.842, 0.751, 0.666)
S (-0.400, -0.713, -2.019)
H (2.091, -0.747, -2.179)
H (0.370, 1.590, 0.685)
H (0.834, -0.019, 1.675)
H (-0.813, -1.170, 0.678)
H (-2.716, 0.314, 1.035)

Calculated values
HOMO-LUMO gap (alpha / beta) ... 7.52 / 7.52 eV

Which structure is the least stable? The one labeled C.